15
Properties=species:S:1:pos:R:3:forces:R:3 method="wB97M-V/def2-TZVPD" de_lowest_ev=2.2871 total_energy_ha=-437.05934 orbital_gap_ha=0.38643 molar_mass_g_mol=117.104 multiplicity=1 smiles="O=CNC(=O)CCO" homo_energy_ha=-0.3807
O 0.22935 -1.34318 -1.38895 -0.047 2.797 2.319
C 0.20798 -0.72178 -0.28021 -0.486 -3.971 -3.020
N 0.72616 -1.39941 0.75909 1.126 -1.415 2.095
C 0.78849 -0.99696 2.11379 3.394 -3.721 -2.014
O 1.57401 -1.59909 2.81060 -0.899 0.615 0.495
C -0.56143 0.48151 0.07732 -0.382 3.549 -1.524
C -0.93417 1.29264 -1.23733 -1.270 -1.227 -2.035
O 0.20672 1.61375 -2.02621 1.682 -2.083 0.712
H 1.17576 -2.35143 0.63235 -0.676 1.816 -0.301
H 0.19751 -0.21720 2.36175 -1.979 2.692 1.203
H 0.08080 1.28347 0.62478 -1.237 -1.780 -0.188
H -1.50919 0.12710 0.55912 0.943 0.636 0.068
H -1.73365 0.67456 -1.94412 1.876 1.394 1.992
H -1.29666 2.32296 -1.09999 -0.650 -0.765 0.793
H 0.84833 0.83305 -1.96199 -1.397 1.464 -0.595